Computed, not measured: a structure of composition C4H6I2O, with ωB97M-V/def2-TZVPD.

Calculated values
* total energy: -22493.0692 eV
* LUMO energy: -0.25 eV

Structure (ORCA input):
```
! wB97M-V def2-TZVPD RIJCOSX def2/J DEFGRID3
* xyz 0 1
C 0.12 -1.68 0.34
C -0.39 -1.20 -1.09
C 0.23 0.58 1.21
C -0.33 -0.85 1.47
O 0.95 -2.53 0.41
I 0.72 -1.48 3.30
I -2.42 -0.77 1.83
H -1.17 -0.46 -0.89
H -0.51 -1.98 -1.78
H 0.51 -0.54 -1.44
H 1.22 0.38 0.94
H 0.18 1.17 2.02
H -0.38 1.09 0.43
*
```

natural (NBO) atomic charge list, values in e, 8 entries: 0.503 -0.707 -0.642 -0.357 -0.510 0.150 0.198 0.219